Record 1
Here is 2 unconnected molecules or ions with the total composition C2H7NOS2 in a non-equilibrium geometry from the OMol25 dataset. Energies are from ωB97M-V/def2-TZVPD.

Orbital gap, eV: 9.213
Total energy, Eh: -1006.76121
E_LUMO, Ha: 0.023

Geometry as ORCA input:
```
! RIJCOSX wB97M-V def2-TZVPD def2/J DEFGRID3
* xyz 0 1
N -1.870 -1.176 -0.592
C -1.774 0.095 -0.094
O -1.267 0.448 0.940
H -1.551 -2.029 -0.162
H -1.623 -1.189 -1.578
H -2.359 0.805 -0.700
C 1.675 1.162 -0.330
S 2.657 0.026 0.675
S 1.265 -1.350 1.317
H 1.101 0.469 -0.964
H 2.332 1.732 -0.976
H 0.938 1.645 0.310
H 0.475 -0.637 2.153
*
```

Record 2
Here is a gas-phase ion, C9H14NO2S (charge +1) in a non-equilibrium geometry from the OMol25 dataset. Energies are from ωB97M-V/def2-TZVPD.

Orbital gap, eV: 10.196
Total energy, Eh: -954.39028
E_LUMO, Ha: -0.108

Geometry as ORCA input:
```
! RIJCOSX wB97M-V def2-TZVPD def2/J DEFGRID3
* xyz 1 1
N -0.494 -0.060 2.307
O 0.385 -1.209 2.184
O -1.062 1.807 0.928
C -0.489 0.640 1.217
C 0.316 -0.086 0.234
C 0.843 -1.124 0.899
S 1.696 -0.642 -1.972
C 1.036 -0.735 -3.719
C 0.691 0.617 -1.065
C -2.895 2.058 2.443
C -1.557 2.551 2.031
C 1.699 -2.225 0.309
C 1.468 -2.259 -1.212
H -0.028 -1.016 -3.758
H 1.355 0.148 -4.440
H 1.472 -1.563 -4.199
H 1.072 1.607 -0.850
H -0.213 0.556 -1.626
H -3.371 1.580 1.581
H -2.776 1.259 3.134
H -3.559 2.729 2.881
H -1.593 3.625 1.766
H -0.859 2.457 2.843
H 1.526 -3.209 0.675
H 2.721 -2.004 0.587
H 0.465 -2.534 -1.597
H 2.150 -2.967 -1.579
*
```

Record 3
Here is a molecular structure, C3H2CoFO2 in a non-equilibrium geometry from the OMol25 dataset. Energies are from ωB97M-V/def2-TZVPD.

Orbital gap (spin up / spin down), eV: 8.144 / 7.340
Total energy, Eh: -1747.64529
E_LUMO (spin up / spin down), Ha: -0.478 / -0.504
⟨S²⟩: 6.02

Geometry as ORCA input:
```
! RIJCOSX wB97M-V def2-TZVPD def2/J DEFGRID3
* xyz 2 5
O 0.558 -1.133 -1.463
C 0.550 -0.993 -0.238
O 0.392 -1.916 0.641
C -0.171 1.282 -0.751
C 0.186 0.396 0.192
H -0.918 0.987 -1.487
H 0.027 2.345 -0.621
F -0.460 0.387 1.445
Co -0.165 -1.355 2.281
*
```

Record 4
Here is C3H4BrClO in the gas phase in a non-equilibrium geometry from the OMol25 dataset. Energies are from ωB97M-V/def2-TZVPD.

Orbital gap (spin up / spin down), eV: 8.442 / 7.539
Total energy, Eh: -3226.01001
E_LUMO (spin up / spin down), Ha: 0.011 / -0.010

Geometry as ORCA input:
```
! RIJCOSX wB97M-V def2-TZVPD def2/J DEFGRID3
* xyz 0 1
C -0.951 0.499 -0.115
C -3.408 0.481 -0.397
C 0.215 -0.437 0.015
O -2.180 0.019 -0.118
Cl -3.779 2.192 0.049
Br -4.662 -0.849 0.046
H -0.750 1.561 0.237
H 0.932 0.264 -0.288
H 0.042 -1.205 -0.652
H 0.321 -0.701 1.029
*
```